[1]
{"formula": "C32H39NO4", "method": "ωB97M-V/def2-TZVPD", "elements": ["C", "H", "H", "H", "C", "C", "C", "C", "C", "C", "C", "H", "H", "C", "O", "H", "C", "C", "H", "H", "C", "N", "C", "C", "C", "C", "C", "H", "H", "H", "H", "H", "C", "C", "C", "C", "C", "C", "C", "H", "H", "H", "H", "H", "C", "C", "C", "C", "C", "C", "H", "H", "H", "H", "H", "O", "H", "H", "H", "H", "H", "H", "H", "H", "H", "H", "H", "H", "C", "O", "O", "H", "C", "H", "H", "H"], "xyz": [[3.860, 1.743, 2.384], [4.259, 1.652, 3.392], [4.146, 0.875, 1.798], [4.300, 2.622, 1.918], [2.341, 1.902, 2.435], [1.626, 0.710, 3.062], [2.279, -0.462, 3.414], [1.582, -1.538, 3.939], [0.211, -1.479, 4.132], [-0.442, -0.295, 3.803], [0.249, 0.773, 3.268], [-0.294, 1.663, 2.990], [-1.507, -0.210, 3.967], [-0.593, -2.662, 4.637], [0.193, -3.670, 5.225], [0.723, -4.079, 4.532], [-1.475, -3.224, 3.500], [-0.648, -3.761, 2.325], [-0.323, -4.777, 2.556], [0.243, -3.146, 2.185], [-1.398, -3.770, 0.982], [-0.923, -2.701, 0.124], [-1.349, -1.386, 0.559], [-0.571, -0.329, -0.211], [-0.875, -0.440, -1.703], [-0.501, -1.860, -2.134], [-1.245, -2.885, -1.277], [-0.939, -3.891, -1.575], [-2.333, -2.792, -1.461], [0.572, -1.999, -2.002], [-0.751, -2.025, -3.183], [-1.947, -0.308, -1.879], [-0.127, 0.637, -2.527], [-0.408, 0.414, -4.008], [-1.621, 0.823, -4.551], [-1.893, 0.623, -5.891], [-0.958, 0.012, -6.710], [0.248, -0.405, -6.176], [0.520, -0.207, -4.833], [1.456, -0.559, -4.424], [0.981, -0.889, -6.804], [-1.171, -0.141, -7.758], [-2.839, 0.947, -6.299], [-2.352, 1.308, -3.921], [-0.544, 2.071, -2.197], [-1.718, 2.398, -1.532], [-2.040, 3.719, -1.273], [-1.202, 4.739, -1.681], [-0.043, 4.428, -2.367], [0.277, 3.109, -2.626], [1.183, 2.899, -3.180], [0.618, 5.214, -2.704], [-1.451, 5.768, -1.469], [-2.954, 3.948, -0.744], [-2.399, 1.629, -1.203], [1.263, 0.473, -2.238], [1.764, 1.003, -2.868], [-0.800, 0.664, 0.173], [0.488, -0.530, -0.053], [-1.125, -1.274, 1.618], [-2.438, -1.246, 0.413], [-1.197, -4.711, 0.463], [-2.488, -3.714, 1.152], [-2.095, -4.024, 3.909], [-2.141, -2.430, 3.162], [-1.248, -2.317, 5.446], [2.129, -2.429, 4.213], [3.344, -0.560, 3.283], [1.753, 1.932, 1.020], [0.785, 2.576, 0.704], [2.382, 1.108, 0.194], [1.902, 1.001, -0.666], [1.985, 3.194, 3.178], [2.141, 3.064, 4.247], [2.613, 4.010, 2.827], [0.951, 3.470, 2.999]], "forces_ev_per_a": [[-0.19, -0.10, -0.05], [0.06, 0.00, 0.10], [0.10, -0.05, 0.03], [0.05, 0.06, -0.02], [0.05, 0.10, -0.11], [0.05, -0.14, 0.14], [0.00, 0.11, -0.05], [-0.15, -0.11, 0.11], [0.08, -0.01, 0.16], [0.11, -0.05, 0.08], [-0.04, -0.01, 0.04], [-0.05, 0.14, -0.03], [-0.15, 0.01, -0.01], [-0.55, 0.18, -0.17], [0.29, -0.23, 0.00], [0.00, -0.06, 0.04], [0.34, -0.04, 0.23], [-0.35, 0.05, 0.08], [0.08, 0.00, 0.01], [0.05, -0.07, -0.04], [0.24, -0.10, 0.03], [-0.15, -0.09, -0.13], [0.35, 0.12, 0.04], [-0.41, 0.04, 0.03], [0.54, 0.03, 0.06], [-0.35, -0.02, -0.03], [0.18, -0.02, -0.17], [-0.08, 0.02, 0.01], [0.02, -0.04, 0.00], [0.06, -0.05, -0.05], [0.04, -0.04, 0.00], [-0.01, 0.07, -0.01], [-0.76, 0.03, -0.06], [0.27, -0.03, -0.07], [0.01, -0.06, 0.01], [-0.09, -0.02, 0.00], [0.03, -0.04, -0.10], [0.01, -0.02, -0.15], [0.02, 0.03, 0.14], [0.06, -0.03, 0.04], [0.05, -0.04, -0.06], [-0.02, -0.01, -0.09], [-0.08, 0.03, -0.03], [-0.07, 0.08, 0.04], [0.04, 0.09, 0.13], [0.10, -0.10, -0.09], [-0.09, 0.10, 0.03], [-0.07, 0.06, 0.05], [0.14, 0.02, -0.07], [-0.07, -0.08, 0.05], [0.06, 0.01, -0.05], [0.05, 0.07, -0.02], [-0.02, 0.08, 0.02], [-0.07, 0.02, 0.05], [-0.04, -0.13, 0.06], [0.24, -0.08, -0.02], [0.02, -0.04, -0.03], [0.05, 0.03, 0.04], [0.04, 0.05, 0.08], [-0.08, -0.01, -0.02], [-0.01, -0.03, 0.06], [-0.08, 0.04, -0.01], [0.00, -0.03, -0.03], [-0.07, 0.07, 0.03], [-0.07, 0.04, -0.04], [0.08, -0.01, -0.14], [0.03, -0.07, 0.04], [0.13, 0.04, -0.05], [-0.06, 0.32, 0.08], [-0.11, 0.16, -0.01], [0.33, -0.38, -0.39], [-0.03, 0.16, 0.30], [-0.09, -0.11, -0.17], [0.06, -0.02, 0.09], [0.04, 0.10, -0.03], [-0.06, 0.04, 0.05]], "e_homo_ha": -0.3115, "spin_multiplicity": 1, "smiles": "CC(C)(C(=O)O)c1ccc([C@H](O)CCCN2CCC(C(O)(c3ccccc3)c3ccccc3)CC2)cc1", "relative_energy_kcal_mol": 3.9, "molar_mass_g_mol": 501.7, "charge": 0}


[2]
{"formula": "C32H40BCl3IN8O2ReSi", "method": "ωB97M-V/def2-TZVPD", "elements": ["Re", "C", "C", "C", "C", "C", "C", "N", "N", "B", "N", "C", "C", "C", "N", "C", "C", "C", "N", "C", "C", "C", "N", "C", "C", "C", "H", "H", "H", "H", "H", "H", "H", "H", "H", "H", "H", "H", "H", "H", "H", "H", "H", "H", "H", "H", "H", "H", "H", "H", "H", "H", "H", "H", "C", "C", "N", "C", "C", "C", "O", "C", "C", "N", "C", "C", "C", "C", "C", "C", "I", "C", "O", "H", "H", "H", "H", "H", "H", "H", "H", "H", "H", "H", "H", "Cl", "Si", "Cl", "Cl"], "xyz": [[0.171, -0.640, 0.014], [1.462, 3.882, -1.751], [1.807, 2.728, -0.807], [2.947, 3.146, 0.123], [2.208, 1.491, -1.550], [3.186, 1.411, -2.540], [3.220, 0.083, -2.912], [2.319, -0.580, -2.190], [1.676, 0.270, -1.356], [2.057, -2.086, -2.106], [2.386, -2.553, -0.682], [3.385, -3.340, -0.303], [3.406, -3.400, 1.070], [2.365, -2.588, 1.499], [1.718, -2.077, 0.414], [2.058, -2.349, 2.943], [1.726, -3.661, 3.664], [3.279, -1.732, 3.633], [0.589, -2.397, -2.368], [0.139, -3.208, -3.319], [-1.223, -3.316, -3.199], [-1.568, -2.521, -2.113], [-0.446, -1.954, -1.588], [-2.982, -2.321, -1.676], [-3.844, -1.958, -2.888], [-3.554, -3.595, -1.049], [1.076, 4.725, -1.178], [0.716, 3.601, -2.492], [2.353, 4.225, -2.277], [0.928, 2.490, -0.210], [3.817, 3.443, -0.463], [3.251, 2.330, 0.772], [2.650, 3.997, 0.737], [3.788, 2.211, -2.926], [3.832, -0.436, -3.628], [2.731, -2.667, -2.902], [4.016, -3.801, -1.042], [4.086, -3.952, 1.691], [1.226, -1.655, 3.016], [2.619, -4.285, 3.719], [0.947, -4.232, 3.172], [1.408, -3.448, 4.684], [4.091, -2.458, 3.682], [3.026, -1.452, 4.656], [3.648, -0.858, 3.114], [0.826, -3.652, -4.016], [-1.891, -3.884, -3.818], [-3.017, -1.507, -0.959], [-3.985, -2.832, -3.524], [-3.401, -1.174, -3.494], [-4.828, -1.630, -2.556], [-3.566, -4.395, -1.790], [-4.579, -3.419, -0.727], [-2.984, -3.938, -0.194], [2.724, 1.671, 3.367], [1.317, 2.103, 3.108], [0.833, 3.041, 3.890], [-0.380, 3.564, 3.650], [-1.151, 3.228, 2.567], [-2.473, 3.913, 2.332], [-2.511, 4.635, 1.109], [-0.664, 2.196, 1.726], [-1.409, 1.901, 0.530], [-1.293, 0.927, -0.324], [-2.351, 1.027, -1.333], [-3.633, 1.249, -0.822], [-4.708, 1.547, -1.634], [-4.521, 1.641, -3.002], [-3.267, 1.400, -3.528], [-2.181, 1.074, -2.716], [-0.434, 0.701, -3.781], [0.542, 1.581, 2.039], [0.986, 0.540, 1.344], [3.375, 2.542, 3.283], [3.054, 0.921, 2.657], [2.822, 1.290, 4.383], [-0.720, 4.309, 4.358], [-2.692, 4.562, 3.182], [-3.283, 3.184, 2.270], [-1.998, 5.445, 1.209], [-2.166, 2.644, 0.298], [-3.782, 1.195, 0.246], [-5.679, 1.718, -1.192], [-5.343, 1.886, -3.659], [-3.117, 1.451, -4.597], [-1.279, -3.620, 1.954], [-1.417, -1.579, 1.775], [-1.024, -0.763, 3.642], [-3.448, -1.204, 1.659]], "forces_ev_per_a": [[0.11, 0.19, -0.27], [-0.04, -0.07, 0.00], [-0.06, -0.03, -0.01], [-0.02, 0.00, 0.06], [-0.11, 0.06, -0.04], [-0.03, -0.04, -0.01], [0.03, 0.07, -0.01], [-0.15, -0.10, -0.01], [0.24, -0.07, 0.25], [0.13, -0.03, 0.03], [-0.22, 0.12, -0.09], [0.04, -0.04, -0.05], [0.02, 0.02, -0.02], [-0.17, -0.05, -0.04], [0.29, 0.01, 0.18], [-0.01, 0.04, -0.01], [-0.03, 0.01, -0.03], [-0.01, -0.03, 0.01], [0.02, 0.03, 0.06], [0.02, 0.03, -0.01], [-0.03, 0.02, 0.04], [0.10, 0.09, 0.01], [-0.19, -0.21, -0.19], [-0.04, -0.05, 0.05], [-0.05, 0.06, 0.01], [0.01, 0.03, 0.02], [0.00, 0.02, 0.02], [-0.05, -0.05, -0.03], [0.02, 0.00, -0.05], [0.09, 0.07, -0.08], [0.02, 0.02, -0.02], [0.00, -0.06, 0.08], [-0.01, 0.01, 0.03], [0.03, 0.06, -0.03], [0.05, -0.04, -0.05], [0.05, 0.01, 0.02], [0.03, -0.03, -0.04], [0.05, -0.04, 0.04], [-0.03, 0.01, 0.02], [0.02, -0.03, 0.01], [-0.03, 0.01, -0.01], [-0.02, 0.01, 0.03], [0.03, -0.03, 0.00], [-0.01, 0.02, 0.02], [0.06, 0.06, -0.05], [0.04, -0.02, -0.04], [-0.05, -0.04, -0.04], [-0.04, 0.07, 0.14], [-0.02, -0.02, -0.02], [0.01, 0.04, -0.01], [-0.04, 0.02, 0.00], [0.00, -0.03, 0.00], [-0.04, 0.01, 0.01], [0.10, -0.01, 0.13], [0.01, -0.04, -0.03], [0.04, 0.04, -0.07], [-0.13, 0.13, -0.03], [0.04, -0.01, 0.03], [0.04, -0.10, 0.04], [-0.03, -0.02, 0.05], [0.01, 0.10, -0.06], [-0.15, 0.10, -0.05], [0.02, 0.20, 0.17], [0.10, -0.12, -0.28], [0.01, 0.01, 0.00], [-0.12, -0.07, -0.04], [0.01, -0.02, 0.04], [0.04, -0.02, -0.04], [-0.05, -0.04, 0.06], [0.02, 0.02, -0.05], [0.03, 0.11, -0.06], [0.07, -0.30, 0.00], [0.00, 0.09, 0.21], [0.00, 0.01, 0.03], [-0.03, 0.01, -0.01], [-0.01, -0.06, -0.02], [-0.03, 0.04, 0.03], [-0.01, -0.01, 0.00], [0.02, -0.01, 0.03], [0.00, -0.03, -0.03], [0.11, -0.01, 0.03], [-0.02, -0.09, 0.07], [-0.04, 0.00, 0.01], [-0.03, 0.02, -0.02], [0.01, 0.02, -0.03], [-0.02, -0.01, -0.07], [-0.03, -0.06, 0.18], [0.01, -0.02, 0.05], [-0.03, 0.06, -0.21]], "e_homo_ha": [-0.4127, -0.4207], "spin_multiplicity": 4, "relative_energy_kcal_mol": 0.0, "molar_mass_g_mol": 1027.1, "charge": 1}